The following is a DFT calculation (wB97M-V/def2-TZVPD) of a structure of composition CH28MnO15P in a non-equilibrium geometry.

Geometry (Å):
O -3.033992 -0.954019 -1.771656
H -2.541284 -1.061437 -2.599044
H -2.410391 -0.311305 -1.150498
H -3.837785 -0.443224 -2.013973
O 0.260839 -3.385619 -2.036295
H -0.369667 -3.455537 -2.778603
H 1.129737 -3.311281 -2.470499
H 0.073690 -2.572109 -1.356665
O 3.358143 -0.119767 -1.443883
H 2.361999 0.273043 -1.402778
H 3.322521 -0.917933 -2.000428
H 3.638848 -0.362406 -0.543100
O 0.755347 0.599455 -3.789549
H 0.571417 1.562314 -3.955704
H -0.011155 0.109197 -4.132222
H 0.797714 0.478323 -2.745694
O 1.554301 -0.170911 3.015332
H 0.962521 0.375522 2.374456
H 2.343985 -0.450163 2.531425
H 1.064616 -0.939881 3.369101
Mn -1.546261 1.839739 1.053429
C -0.588324 2.381442 4.096453
O -1.308172 2.478844 2.922351
H 0.285467 1.700780 4.053556
H -0.143695 3.319901 4.446633
H -1.198490 2.029020 4.935602
P -0.076120 0.065466 -0.352545
O -1.484095 0.681954 -0.756817
O 0.970205 0.783674 -1.271362
O 0.011400 -1.479836 -0.421318
O -0.021111 0.607314 1.091403
O 2.185516 3.020079 -0.392354
H 1.867596 2.188590 -0.774832
H 2.965261 2.806338 0.131329
O -1.183858 2.657897 -2.690522
H -1.118401 3.555013 -2.338998
H -1.280446 2.071142 -1.924767
O 1.534659 -2.740078 1.502338
H 2.415258 -2.445454 1.249565
H 0.922280 -2.379330 0.832919
O -1.736212 -2.750926 1.406105
H -1.076842 -2.819865 2.106884
H -1.359204 -2.158974 0.743074
O -2.804198 0.207808 1.662414
H -2.474476 -0.614412 2.058066
H -3.749140 0.051590 1.531681

Atoms 1-2, force components in eV/Å:
-0.377 0.216 -0.116
-0.252 -0.144 -0.154

Output
Net charge ... +3
HOMO energy (alpha / beta) ... -15.7822 / -15.7858 eV
Spin multiplicity ... 6
HOMO-LUMO gap (alpha / beta) ... 4.78 / 4.78 eV
LUMO energy (alpha / beta) ... -0.40448 / -0.40454 Eh



The following is a DFT calculation (wB97M-V/def2-TZVPD) of a structure of composition CH29HfO17 in a non-equilibrium geometry.

Geometry (Å):
Hf -1.411892 2.730169 1.501765
C -0.354119 0.091746 0.072867
O -0.962859 -0.347888 -0.918652
O 0.751497 -0.415646 0.506451
O -0.785557 1.132067 0.585007
H 1.080975 -1.202676 0.082997
O -3.102634 0.495691 -1.956088
H -3.640381 -0.274956 -1.925658
H -2.239386 0.290639 -1.599404
O -0.503998 -2.180086 -2.598085
H -0.963827 -1.521261 -2.137411
H -1.185577 -2.862199 -2.637540
O 0.299046 -3.429538 0.014114
H 0.734557 -3.873501 -0.715849
H 1.079044 -3.138630 0.487536
O -3.098625 2.149282 0.261600
H -3.302422 1.452814 -0.412006
H -3.927926 2.674547 0.253801
O 0.622833 3.359657 0.690210
H 1.241231 3.945134 1.141480
H 1.164859 2.844530 0.044818
O -2.272765 1.147079 2.876023
H -1.922058 0.251806 3.020155
H -3.102925 1.104616 3.335314
O 2.862189 -2.502929 -2.279822
H 2.678403 -1.558513 -2.319124
H 3.481663 -2.434767 -2.995394
O 2.721849 -2.735060 1.241361
H 3.254295 -2.092549 0.721879
H 2.497854 -2.208959 2.057427
O 2.456192 2.289540 -0.732413
H 3.335413 2.482957 -0.484981
H 2.470060 1.394775 -1.112457
O 0.102806 2.002422 2.976945
H 1.048623 1.916109 2.904078
H -0.004274 1.739095 3.922770
O -2.470079 -2.479994 -0.075835
H -1.582137 -2.249744 -0.285810
H -2.567355 -3.288338 -0.556096
O -0.972811 2.534431 -1.806453
H -0.204454 2.616376 -2.377631
H -1.630182 2.809602 -2.418362
O 1.492240 0.047442 -2.156559
H 1.092438 0.421714 -2.946298
H 0.652873 -0.260816 -1.701468
O 2.000879 -1.005094 3.267696
H 1.099783 -0.899227 2.917716
H 1.986643 -0.961864 4.265389

Atoms 1-2, force components in eV/Å:
2.867 -5.168 -3.249
0.116 -5.229 -5.417

Output
ΔE to the lowest compared entry with this formula, charge and spin ... 267.2 kJ/mol
Net charge ... +3
HOMO energy ... -17.4890 eV
HOMO-LUMO gap ... 3.85 eV
LUMO energy ... -0.50133 Eh



The following is a DFT calculation (wB97M-V/def2-TZVPD) of a cluster of 15 separate species, CH29O17 in total in a non-equilibrium geometry.

Geometry (Å):
C 0.473872 0.569702 0.027957
O 0.949872 0.066702 1.032957
O -0.564128 0.076702 -0.587043
O 1.096872 1.461702 -0.555043
H -0.948128 -0.580298 -0.079043
O -2.146128 -2.943298 -1.525043
H -2.583128 -2.311298 -1.035043
H -2.613128 -3.801298 -1.449043
O -0.748128 3.157702 -1.208043
H -0.359128 2.325702 -0.884043
H -0.096128 3.816702 -1.031043
O 2.377872 -2.062298 3.065957
H 2.811872 -2.870298 3.215957
H 2.355872 -1.968298 2.092957
O 1.358872 4.719702 -0.173043
H 1.904872 5.518702 -0.245043
H 2.007872 4.087702 -0.209043
O 1.788872 -2.253298 -0.068043
H 1.569872 -1.459298 0.329957
H 1.163872 -2.512298 -0.753043
O 3.324872 2.747702 0.032957
H 2.580872 2.126702 0.115957
H 3.692872 2.548702 -0.831043
O -3.236128 1.186702 -1.962043
H -2.988128 2.069702 -2.212043
H -2.754128 0.615702 -2.528043
O 1.929872 0.160702 -2.662043
H 1.635872 0.633702 -3.482043
H 1.649872 0.779702 -1.976043
O -3.099128 -1.096298 0.106957
H -3.290128 -1.461298 0.947957
H -3.901128 -1.213298 -0.445043
O 0.617872 -2.178298 -2.505043
H 1.197872 -1.407298 -2.512043
H -0.277128 -1.927298 -2.194043
O 3.653872 0.295702 1.683957
H 4.095872 1.006702 2.053957
H 2.717872 0.428702 1.779957
O -2.383128 -3.674298 1.428957
H -2.104128 -4.607298 1.445957
H -1.795128 -3.322298 0.791957
O -3.280128 1.379702 1.183957
H -3.939128 1.015702 1.818957
H -3.176128 0.685702 0.564957
O -0.632128 0.145702 3.228957
H 0.104872 -0.146298 3.771957
H -0.149128 0.167702 2.387957

Atoms 1-2, force components in eV/Å:
2.791 0.236 -0.230
-0.548 -1.590 2.817

Output
ΔE to the lowest compared entry with this formula, charge and spin ... 104.8 kJ/mol
Net charge ... -1
HOMO energy ... -6.6041 eV
HOMO-LUMO gap ... 8.74 eV
LUMO energy ... 0.07844 Eh



The following is a DFT calculation (wB97M-V/def2-TZVPD) of a structure of composition CH2AgFMgO in a non-equilibrium geometry.

Geometry (Å):
C 1.763284 -0.700695 0.149106
O -0.104706 -0.331439 0.547708
Ag -1.390778 -2.011110 1.370925
Mg -0.102235 1.485445 0.149000
F 1.777372 1.253659 -0.237009
H 2.142252 -0.984353 -0.833169
H 2.172985 -0.944042 1.130128

Atoms 1-2, force components in eV/Å:
-1.926 -1.144 1.512
1.726 -1.111 -0.433

Output
Net charge ... +1
HOMO energy (alpha / beta) ... -10.8674 / -14.2538 eV
Spin multiplicity ... 2
HOMO-LUMO gap (alpha / beta) ... 4.94 / 8.36 eV
LUMO energy (alpha / beta) ... -0.21794 / -0.21671 Eh



The following is a DFT calculation (wB97M-V/def2-TZVPD) of a structure of composition CH2AgFNaO in a non-equilibrium geometry.

Geometry (Å):
C -0.239016 0.912826 -0.023863
O 0.019036 -2.031932 1.001023
Na -1.546611 -1.868335 -0.675282
Ag 1.469883 -1.120206 -0.415458
F 1.357022 1.078192 -0.031120
H -0.582667 1.351950 0.928070
H -0.477649 1.677507 -0.783370

Atoms 1-2, force components in eV/Å:
0.639 0.032 -0.847
0.063 -0.159 -0.968

Output
ΔE to the lowest compared entry with this formula, charge and spin ... 51.8 kJ/mol
HOMO energy (alpha / beta) ... -7.2719 / -7.1436 eV
Spin multiplicity ... 2
HOMO-LUMO gap (alpha / beta) ... 6.32 / 6.25 eV
LUMO energy (alpha / beta) ... -0.03509 / -0.03296 Eh



The following is a DFT calculation (wB97M-V/def2-TZVPD) of a structure of composition CH2BF3O2 in a non-equilibrium geometry.

Geometry (Å):
B -0.189374 0.294839 0.584457
C 0.328188 -0.824694 -1.087798
O -0.998537 1.323095 0.228679
O 0.637129 -0.027329 1.615817
F -0.772909 -0.706348 -1.926467
F 1.313858 -0.254242 -1.786270
F 0.577677 -2.086124 -0.818593
H -1.523666 1.686361 0.911904
H 0.627633 0.594443 2.278270

Atoms 1-2, force components in eV/Å:
2.363 -1.954 -3.873
-2.908 3.770 2.663

Output
ΔE to the lowest compared entry with this formula, charge and spin ... 125.4 kJ/mol
HOMO energy ... -10.1901 eV
HOMO-LUMO gap ... 10.04 eV
LUMO energy ... -0.00541 Eh



The following is a DFT calculation (wB97M-V/def2-TZVPD) of a cluster of 2 separate species, CH2Br2S in total in a non-equilibrium geometry.

Geometry (Å):
S 1.801209 1.521755 -0.090805
C 2.006844 0.011908 0.265489
Br 3.212318 -1.353069 -0.549178
H 1.588678 -0.463248 1.092366
Br -2.821806 0.913458 -0.800266
H -3.607579 1.499519 -1.879744

Atoms 1-2, force components in eV/Å:
0.072 0.376 -0.501
1.429 -0.539 -0.938

Output
ΔE to the lowest compared entry with this formula, charge and spin ... 42.1 kJ/mol
SMILES string ... S=CBr.Br
HOMO energy ... -9.5187 eV
HOMO-LUMO gap ... 8.78 eV
LUMO energy ... -0.02715 Eh



The following is a DFT calculation (wB97M-V/def2-TZVPD) of a cluster of 2 separate species, CH2Br2S in total in a non-equilibrium geometry.

Geometry (Å):
C -0.424474 0.944815 0.445764
S 1.812751 -1.697413 0.244660
Br -1.220732 0.550114 -1.137036
Br 0.641550 -2.175653 -1.572980
H -0.587781 0.321107 1.406182
H -0.221315 2.057030 0.613411

Atoms 1-2, force components in eV/Å:
-0.151 0.193 1.894
-1.228 0.750 -0.787

Output
ΔE to the lowest compared entry with this formula, charge and spin ... 332.2 kJ/mol
HOMO energy (alpha / beta) ... -8.1493 / -8.1487 eV
HOMO-LUMO gap (alpha / beta) ... 5.29 / 5.29 eV
LUMO energy (alpha / beta) ... -0.10496 / -0.10499 Eh



Please write out number 4 again, unchanged.
The following is a DFT calculation (wB97M-V/def2-TZVPD) of a structure of composition CH2AgFMgO in a non-equilibrium geometry.

Geometry (Å):
C 1.763284 -0.700695 0.149106
O -0.104706 -0.331439 0.547708
Ag -1.390778 -2.011110 1.370925
Mg -0.102235 1.485445 0.149000
F 1.777372 1.253659 -0.237009
H 2.142252 -0.984353 -0.833169
H 2.172985 -0.944042 1.130128

Atoms 1-2, force components in eV/Å:
-1.926 -1.144 1.512
1.726 -1.111 -0.433

Output
Net charge ... +1
HOMO energy (alpha / beta) ... -10.8674 / -14.2538 eV
Spin multiplicity ... 2
HOMO-LUMO gap (alpha / beta) ... 4.94 / 8.36 eV
LUMO energy (alpha / beta) ... -0.21794 / -0.21671 Eh